Here is the molecule C4H10N2O from the OMol25 dataset. Energies are from ωB97M-V/def2-TZVPD.

The LUMO energy comes out at 0.75 eV. The total energy comes out at -9336.5558 eV. As for the SMILES: CCC(=O)NCN. As for the total charge: 0. As for the HOMO-LUMO gap: 10.341 eV. For the relative energy (zero: lowest compared OMol25 entry of this formula, charge and spin), the calculation gives 2.432 eV.

Positions of all 17 atoms, in Å:
C 1.63 -1.95 0.34
H 2.45 -1.32 0.17
C -0.29 -0.41 0.86
H -1.34 1.15 0.75
O -0.79 -0.71 1.93
N -0.62 1.95 -2.02
H 1.87 -3.03 -0.11
H 1.09 1.08 -1.26
H -0.39 -2.30 -0.22
H 0.27 -0.85 -1.30
N -0.53 0.82 0.26
H 0.46 2.50 -0.39
C 0.27 -1.32 -0.14
H -1.20 1.14 -2.19
H -1.18 2.70 -1.72
H 1.61 -2.01 1.42
C 0.18 1.54 -0.77

Here is a structure of composition C4H10N2O from the OMol25 dataset. Energies are from ωB97M-V/def2-TZVPD.

The LUMO energy comes out at -4.55 eV. The total energy comes out at -9329.3635 eV. As for the total charge: 0. As for the HOMO-LUMO gap: 3.129 eV. For the relative energy (zero: lowest compared OMol25 entry of this formula, charge and spin), the calculation gives 9.624 eV.

Positions of all 17 atoms, in Å:
C 1.29 -0.71 0.22
C -3.20 -0.73 0.02
N 3.01 -0.18 -1.51
H -3.78 -1.04 -0.90
H -3.30 0.50 1.48
H -1.11 0.44 0.83
N -3.74 0.35 0.56
H 2.69 0.06 -2.44
C 0.99 0.71 0.48
H 3.95 0.16 -1.36
O -2.20 -1.43 0.26
H 2.19 -0.49 -0.68
C -0.24 1.15 0.78
H 1.73 1.44 0.23
H -0.49 2.16 1.14
H 1.82 -1.24 1.04
H 0.37 -1.15 -0.18

Here is a structure of composition C4H10N2O from the OMol25 dataset. Energies are from ωB97M-V/def2-TZVPD.

The LUMO energy comes out at 0.93 eV. The total energy comes out at -9333.7128 eV. As for the total charge: 0. As for the HOMO-LUMO gap: 10.120 eV. For the relative energy (zero: lowest compared OMol25 entry of this formula, charge and spin), the calculation gives 5.275 eV.

Positions of all 17 atoms, in Å:
C 0.27 -0.21 0.24
H 2.35 0.06 -0.39
H 1.36 1.57 -0.12
H -0.87 -1.52 -1.03
H -2.76 1.33 -1.17
H 0.17 -1.44 1.95
H -1.48 -1.09 1.29
H 0.84 -1.93 -1.08
N -0.81 1.23 -0.57
C 1.57 0.57 0.30
O -0.17 2.20 -0.98
C -0.41 -0.64 1.49
H 1.84 0.35 1.35
H 0.35 -0.47 -1.91
N -1.99 0.88 -0.64
C 0.10 -1.06 -0.98
H -0.33 0.15 2.25

Here is the molecule C4H10N2O from the OMol25 dataset. Energies are from ωB97M-V/def2-TZVPD.

The LUMO energy comes out at 0.80 eV. The total energy comes out at -9337.2449 eV. As for the SMILES: CCCNC(N)=O. As for the total charge: 0. As for the HOMO-LUMO gap: 10.384 eV. For the relative energy (zero: lowest compared OMol25 entry of this formula, charge and spin), the calculation gives 1.743 eV.

Positions of all 17 atoms, in Å:
N -1.22 -0.76 -1.53
N 0.71 0.66 -1.06
O -0.86 1.25 -2.64
H 1.34 -0.68 2.05
H 0.66 -1.22 -0.35
H 1.08 1.01 1.71
H -0.61 -1.52 -1.29
H -1.52 -0.57 1.25
H -0.92 0.05 2.88
H -0.92 1.22 1.59
H -2.00 -0.76 -2.20
H 1.37 1.19 -1.73
H 2.20 -0.25 -0.08
C 1.17 -0.32 -0.07
C 0.74 0.08 1.45
C -0.43 0.47 -1.75
C -0.78 0.15 1.77

Here is the molecule C4H10N2O from the OMol25 dataset. Energies are from ωB97M-V/def2-TZVPD.

The LUMO energy comes out at 0.89 eV. The total energy comes out at -9338.2103 eV. As for the SMILES: CCNC(=O)CN. As for the total charge: 0. As for the HOMO-LUMO gap: 10.081 eV. For the relative energy (zero: lowest compared OMol25 entry of this formula, charge and spin), the calculation gives 0.777 eV.

Positions of all 17 atoms, in Å:
H -1.84 -0.56 -0.76
O -0.75 -1.18 1.36
C -0.39 -0.28 0.62
N -1.07 0.04 -0.52
H 1.55 0.41 0.15
C 0.18 -0.12 -2.65
H -0.50 -0.89 -3.01
N 1.36 0.21 2.24
H 0.54 0.42 -3.52
H 1.73 1.02 2.72
H 0.55 1.63 0.88
H 1.01 -0.61 -2.13
H -1.37 1.32 -2.12
C 0.81 0.58 0.95
C -0.54 0.79 -1.66
H 0.65 -0.23 2.81
H 0.14 1.56 -1.29

Here is a cluster of 2 separate species, C4H10N2O in total from the OMol25 dataset. Energies are from ωB97M-V/def2-TZVPD.

The LUMO energy comes out at 0.83 eV. The total energy comes out at -9333.0336 eV. As for the total charge: 0. As for the HOMO-LUMO gap: 9.139 eV. For the relative energy (zero: lowest compared OMol25 entry of this formula, charge and spin), the calculation gives 5.954 eV.

Positions of all 17 atoms, in Å:
H 1.14 1.51 2.18
O 1.15 0.99 -1.31
N -0.94 1.46 0.49
H -0.23 0.60 2.87
H -0.05 -2.48 -0.65
C 0.57 0.58 2.13
H -0.85 -0.24 -2.58
C -0.21 -1.45 -0.97
C -0.81 -1.24 -2.15
N -0.02 0.41 0.80
H -0.46 2.11 -0.14
H -0.42 -0.60 0.35
C 1.03 0.12 -0.48
H 1.23 -0.27 2.34
H -1.68 1.04 -0.06
H 1.85 -0.51 -0.09
H -1.28 -2.03 -2.73